Record 1
ORCA calculation (ωB97M-V/def2-TZVPD) on C12H30N6O6Zn as an isolated structure.

```
! RIJCOSX wB97M-V def2-TZVPD def2/J DEFGRID3
* xyz 3 2
Zn -0.06 0.01 -0.15
O 0.01 -0.32 1.82
C 0.20 -0.58 3.01
N 0.60 0.44 3.80
C 0.20 -1.96 3.54
H 0.59 0.24 4.79
H 0.72 1.38 3.45
H 0.03 -2.69 2.75
H -0.64 -1.96 4.23
H 1.19 -2.19 3.95
O -1.96 0.72 0.01
C -3.00 1.28 -0.25
N -3.36 1.52 -1.49
C -3.83 2.14 0.70
H -2.83 1.30 -2.32
H -4.11 2.19 -1.64
H -3.50 3.15 0.48
H -3.67 1.91 1.75
H -4.91 1.97 0.70
O -0.01 -0.06 -2.09
C 0.40 0.19 -3.18
N 1.17 -0.67 -3.83
C 0.13 1.55 -3.79
H 1.29 -1.60 -3.46
H 1.59 -0.43 -4.72
H -0.91 1.84 -3.99
H 0.69 1.51 -4.72
H 0.43 2.41 -3.19
O 1.94 -0.45 0.08
C 3.00 -1.03 -0.15
N 3.00 -2.14 -0.97
C 4.34 -0.54 0.34
H 2.19 -2.29 -1.55
H 3.80 -2.72 -1.19
H 5.02 -1.28 0.76
H 4.35 0.26 1.08
H 4.89 -0.10 -0.50
O -0.87 -1.93 -0.24
C -0.98 -3.13 -0.35
N -0.21 -4.03 0.32
C -2.27 -3.66 -0.94
H 0.60 -3.84 0.89
H -0.57 -4.98 0.30
H -2.20 -4.75 -0.97
H -2.43 -3.27 -1.94
H -3.11 -3.33 -0.32
O 0.61 1.91 -0.03
C 0.51 2.96 0.58
N 1.16 3.99 0.15
C -0.39 3.05 1.81
H 1.36 4.67 0.86
H 1.61 4.09 -0.75
H -1.18 2.32 1.99
H -0.84 4.04 1.88
H 0.22 2.89 2.70
*
```

Values from the calculation:
- <S²>: 0.758
- Calculated total energy: -3033.692134 Eh

Record 2
ORCA calculation (ωB97M-V/def2-TZVPD) on C28H26Cl2N2O6Re as an isolated structure.

```
! RIJCOSX wB97M-V def2-TZVPD def2/J DEFGRID3
* xyz 2 4
Re 0.60 0.90 0.04
O 1.18 -1.17 -0.10
C 2.35 -1.51 0.67
C 2.79 -0.39 1.57
C 3.86 -0.55 2.43
C 4.27 0.53 3.20
C 3.56 1.72 3.13
C 2.49 1.80 2.27
N 2.12 0.77 1.49
H 0.34 -1.65 0.25
H 3.15 -1.73 -0.04
H 2.16 -2.41 1.25
H 4.37 -1.50 2.48
H 5.13 0.43 3.86
H 3.84 2.58 3.73
H 1.90 2.70 2.20
C 0.02 5.23 -0.12
C 0.73 3.93 -0.30
O 0.13 2.91 0.16
C 2.00 3.89 -0.97
C 2.69 5.09 -1.24
C 3.88 5.09 -1.91
C 4.42 3.88 -2.38
C 3.77 2.69 -2.14
C 2.57 2.66 -1.42
O 2.00 1.48 -1.22
H -0.97 5.06 0.31
H -0.09 5.73 -1.09
H 0.58 5.89 0.54
H 2.29 6.03 -0.90
H 4.41 6.02 -2.09
H 5.35 3.88 -2.93
H 4.17 1.75 -2.48
Cl -1.58 -1.20 -4.73
C -1.86 -0.30 -3.31
C -3.14 0.12 -2.97
C -3.30 0.88 -1.82
C -2.21 1.17 -1.04
N -0.98 0.73 -1.36
C -0.80 0.02 -2.48
H -3.99 -0.14 -3.59
H -4.28 1.24 -1.52
H -2.30 1.76 -0.13
H 0.20 -0.30 -2.73
C -4.06 -3.49 -1.20
C -3.42 -4.25 -0.08
C -3.16 -5.61 -0.17
C -2.60 -6.31 0.89
Cl -2.28 -7.99 0.74
C -2.29 -5.64 2.07
C -2.51 -4.28 2.16
C -3.05 -3.58 1.10
O -3.32 -2.23 1.11
C -2.61 -1.37 1.94
C -1.25 -1.04 1.31
O -0.61 -1.92 0.72
O -0.84 0.18 1.40
H -4.37 -4.15 -2.00
H -3.36 -2.75 -1.60
H -4.93 -2.94 -0.83
H -3.41 -6.15 -1.08
H -1.90 -6.20 2.91
H -2.27 -3.78 3.09
H -2.44 -1.76 2.94
H -3.19 -0.45 2.01
*
```

Values from the calculation:
- <S²>: 3.766
- Calculated total energy: -2641.732842 Eh
- ΔE to the lowest compared entry with this formula, charge and spin: 73.4 kJ/mol

Record 3
ORCA calculation (ωB97M-V/def2-TZVPD) on an isolated molecule of C15H10F3NO.

```
! RIJCOSX wB97M-V def2-TZVPD def2/J DEFGRID3
* xyz 0 1
O 1.37 0.41 2.13
C 0.12 0.26 2.22
N -1.06 0.10 2.32
F 7.69 -0.31 3.11
C 7.33 1.01 3.21
F 7.32 1.31 4.54
F 8.35 1.74 2.65
C 6.01 1.27 2.55
C 5.07 2.10 3.16
C 3.81 2.23 2.61
C 3.46 1.56 1.43
C 2.02 1.61 1.03
C 1.51 1.27 -0.34
C 0.47 2.06 -0.86
C -0.19 1.68 -2.03
C 0.26 0.57 -2.76
C 1.36 -0.16 -2.29
C 1.97 0.17 -1.07
C 4.46 0.88 0.73
C 5.72 0.68 1.32
H 5.34 2.64 4.07
H 3.08 2.90 3.07
H 1.54 2.51 1.42
H 0.19 2.96 -0.31
H -1.04 2.28 -2.38
H -0.24 0.29 -3.69
H 1.76 -0.99 -2.88
H 2.79 -0.44 -0.69
H 4.31 0.55 -0.30
H 6.48 0.08 0.81
*
```

Values from the calculation:
- SMILES: N#CO[C@H](c1ccccc1)c1ccc(C(F)(F)F)cc1
- Calculated total energy: -1007.156874 Eh

Record 4
ORCA calculation (ωB97M-V/def2-TZVPD) on C26H31ClN4O6OsTe as an isolated structure.

```
! RIJCOSX wB97M-V def2-TZVPD def2/J DEFGRID3
* xyz 2 1
Os -0.43 -0.59 -0.35
C -2.62 1.80 -2.46
C -2.70 0.32 -2.46
N -1.98 -0.53 -1.75
C -2.40 -1.81 -2.07
C -3.39 -1.73 -3.00
N -3.56 -0.38 -3.22
C -4.24 -2.70 -3.76
O -4.05 -3.97 -3.52
O -5.04 -2.24 -4.53
C -1.71 -2.96 -1.44
O -2.01 -4.10 -1.71
O -0.74 -2.60 -0.64
H -1.82 2.15 -1.81
H -3.56 2.24 -2.11
H -2.44 2.17 -3.47
H -4.25 -0.03 -3.87
H -3.33 -4.14 -2.86
N 3.50 -1.04 -3.05
C 2.55 -2.15 -3.38
C 1.39 -2.09 -2.41
N 0.78 -0.73 -2.26
C 1.69 0.44 -2.36
C 2.85 0.27 -3.33
H 4.37 -1.14 -3.57
H 3.69 -1.10 -2.01
H 3.06 -3.10 -3.29
H 2.25 -2.01 -4.42
H 1.73 -2.42 -1.43
H 0.62 -2.78 -2.73
H 0.09 -0.66 -3.01
H 2.10 0.62 -1.37
H 1.09 1.30 -2.65
H 3.58 1.06 -3.18
H 2.54 0.26 -4.38
Cl 5.08 -2.36 5.83
C 4.38 -1.96 4.31
C 5.20 -1.56 3.26
C 4.63 -1.25 2.04
C 3.25 -1.32 1.87
C 2.44 -1.72 2.93
C 3.00 -2.04 4.15
C 2.66 -0.96 0.56
O 3.38 -0.77 -0.44
O 1.37 -0.85 0.56
H 6.27 -1.51 3.41
H 5.26 -0.94 1.22
H 1.37 -1.79 2.79
H 2.39 -2.37 4.98
C -1.91 5.47 3.47
C -1.86 4.03 3.06
C -1.01 3.61 2.03
C -0.95 2.28 1.66
C 0.04 1.85 0.62
C -1.80 1.35 2.30
Te -1.90 -0.58 1.60
C -2.66 1.75 3.34
C -3.57 0.79 4.06
C -2.66 3.09 3.70
H -1.18 6.07 2.94
H -1.72 5.56 4.54
H -2.90 5.88 3.28
H -0.36 4.33 1.55
H 0.57 2.69 0.18
H -0.49 1.36 -0.27
H 0.80 1.21 1.07
H -3.08 -0.15 4.30
H -4.45 0.56 3.46
H -3.91 1.23 4.99
H -3.31 3.41 4.50
*
```

Values from the calculation:
- Calculated total energy: -2498.269518 Eh
- ΔE to the lowest compared entry with this formula, charge and spin: 62.8 kJ/mol

Record 5
ORCA calculation (ωB97M-V/def2-TZVPD) on an isolated molecule of C6H10N2.

```
! RIJCOSX wB97M-V def2-TZVPD def2/J DEFGRID3
* xyz 0 1
C 2.31 0.07 -0.86
C 0.00 1.13 -1.00
C -0.38 0.09 -2.01
C -0.38 -0.83 1.53
C 1.01 -0.79 0.80
C 1.22 0.52 -0.04
N 3.08 -0.48 -1.54
N -0.39 2.29 -0.95
H -1.33 -0.37 -1.66
H -0.35 0.67 -2.95
H 0.36 -0.72 -2.10
H -0.93 -1.72 1.24
H -0.35 -1.09 2.60
H -0.90 0.00 1.32
H 1.20 -1.62 0.24
H 1.82 -0.83 1.56
H 1.50 1.35 0.60
H -0.15 3.02 -0.16
*
```

Values from the calculation:
- SMILES: [H]/N=C(/C)[C@H](C#N)CC
- Calculated total energy: -344.057748 Eh
- ΔE to the lowest compared entry with this formula, charge and spin: 207.3 kJ/mol

Record 6
ORCA calculation (ωB97M-V/def2-TZVPD) on an isolated ion of composition C5H13N2 and charge +1.

```
! RIJCOSX wB97M-V def2-TZVPD def2/J DEFGRID3
* xyz 1 1
C 1.39 1.28 -0.13
C -0.18 1.20 0.01
C -0.73 -0.13 0.57
C -1.57 -0.15 1.67
C -0.91 -0.93 -1.72
N -0.53 -1.16 -0.30
N 2.14 0.01 0.25
H 1.67 1.23 -1.18
H 1.65 2.26 0.33
H -0.51 1.35 -0.97
H -0.60 2.00 0.70
H -2.30 -1.10 1.69
H -1.79 0.70 2.41
H -1.94 -0.50 -1.75
H -0.19 -0.32 -2.40
H -1.03 -1.94 -2.12
H -0.93 -2.05 0.05
H 2.59 -0.16 1.27
H 2.87 -0.33 -0.37
H 1.22 -0.67 0.29
*
```

Values from the calculation:
- SMILES: C=C(CC[NH3+])NC
- Calculated total energy: -307.489889 Eh
- ΔE to the lowest compared entry with this formula, charge and spin: 345.8 kJ/mol

Record 7
ORCA calculation (ωB97M-V/def2-TZVPD) on C42H57BN9OS3SeTi as an isolated structure.

```
! RIJCOSX wB97M-V def2-TZVPD def2/J DEFGRID3
* xyz -1 1
Ti 1.63 -0.70 1.40
C -0.25 4.90 2.71
C -0.80 3.69 2.02
C -2.10 3.35 2.14
C -2.56 2.17 1.54
N -1.79 1.45 0.78
N -0.50 1.76 0.64
B 0.36 0.68 -0.13
N 1.38 1.44 -1.09
N 0.74 2.31 -1.89
C 1.40 2.98 -2.78
C 2.78 2.75 -2.99
C 3.44 1.92 -2.17
C 4.92 1.70 -2.31
C 2.71 1.28 -1.11
S 3.54 0.43 0.10
C 0.66 4.07 -3.55
C -0.81 4.11 -3.15
C 1.30 5.42 -3.22
C 0.77 3.80 -5.06
N -0.50 -0.30 -1.06
N -1.59 0.17 -1.70
C -2.25 -0.61 -2.51
C -1.88 -1.96 -2.70
C -0.73 -2.41 -2.17
C -0.22 -3.79 -2.45
C 0.03 -1.49 -1.36
S 1.62 -1.86 -0.91
C -3.43 -0.04 -3.32
C -4.73 -0.78 -2.96
C -3.15 -0.25 -4.81
C -3.59 1.46 -3.07
C 0.08 2.82 1.27
S 1.74 3.11 1.23
C -3.98 1.66 1.80
C -4.17 0.29 1.17
C -5.00 2.66 1.23
C -4.17 1.52 3.33
H -1.05 5.44 3.22
H 0.26 5.55 2.00
H 0.51 4.60 3.44
H -2.77 3.96 2.74
H 3.32 3.27 -3.78
H 5.32 2.27 -3.14
H 5.13 0.64 -2.45
H 5.43 1.99 -1.39
H -0.92 4.32 -2.09
H -1.29 3.15 -3.34
H -1.33 4.89 -3.73
H 1.25 5.61 -2.14
H 0.78 6.23 -3.74
H 2.36 5.45 -3.52
H 0.33 2.83 -5.31
H 1.81 3.80 -5.40
H 0.24 4.58 -5.62
H -2.49 -2.63 -3.30
H -0.96 -4.37 -3.00
H 0.03 -4.30 -1.52
H 0.70 -3.74 -3.03
H -4.65 -1.85 -3.17
H -5.56 -0.38 -3.56
H -4.98 -0.66 -1.91
H -3.12 -1.31 -5.08
H -2.20 0.20 -5.10
H -3.95 0.22 -5.40
H -3.67 1.70 -2.01
H -4.48 1.82 -3.59
H -2.72 2.00 -3.45
H -3.96 0.34 0.11
H -5.20 -0.06 1.33
H -3.47 -0.43 1.61
H -4.88 2.75 0.15
H -4.87 3.65 1.67
H -6.02 2.32 1.45
H -3.38 0.89 3.74
H -5.14 1.06 3.54
H -4.14 2.49 3.83
C 4.45 -2.81 0.88
N 3.65 -1.93 1.72
C 4.12 -1.58 2.86
C 3.42 -0.65 3.68
C 3.67 -0.21 4.97
C 2.62 0.66 5.30
C 1.78 0.71 4.19
N 2.25 -0.08 3.20
C 4.17 -4.28 1.10
C 5.17 -5.22 0.83
C 4.93 -6.58 0.98
C 3.68 -7.02 1.40
C 2.68 -6.09 1.67
C 2.92 -4.73 1.52
H 5.52 -2.62 1.02
H 4.22 -2.57 -0.16
H 5.08 -1.96 3.22
H 4.52 -0.50 5.58
H 2.48 1.19 6.23
H 0.86 1.25 4.08
H 6.15 -4.88 0.50
H 5.71 -7.29 0.76
H 3.49 -8.08 1.51
H 1.70 -6.42 2.00
H 2.14 -4.01 1.73
C -1.49 -3.77 4.06
N -0.64 -3.63 2.91
C -1.35 -3.90 1.66
C 0.09 -2.37 2.94
O 0.97 -2.27 1.87
H -1.93 -4.78 4.07
H -2.31 -3.03 4.07
H -0.90 -3.64 4.97
H -1.70 -4.94 1.67
H -0.68 -3.76 0.82
H -2.21 -3.23 1.53
H 0.58 -2.27 3.90
Se -1.02 -0.69 2.74
*
```

Values from the calculation:
- Calculated total energy: -6673.194052 Eh

Record 8
ORCA calculation (ωB97M-V/def2-TZVPD) on an isolated molecule of C4H7O2P.

```
! RIJCOSX wB97M-V def2-TZVPD def2/J DEFGRID3
* xyz 0 1
C 0.34 -0.60 -0.15
C 0.09 0.67 -0.03
C -0.85 -1.54 -0.40
C -1.08 1.55 -0.04
O 1.55 -1.13 -0.02
O 2.10 1.25 0.07
P 2.81 -0.03 0.46
H -1.80 -1.06 -0.30
H -0.88 -2.36 0.42
H -0.67 -1.83 -1.51
H -1.71 1.06 -0.90
H -0.78 2.59 -0.39
H -1.79 1.68 0.80
H 2.67 -0.24 2.00
*
```

Values from the calculation:
- Calculated total energy: -648.332091 Eh
- ΔE to the lowest compared entry with this formula, charge and spin: 342.6 kJ/mol

Record 9
ORCA calculation (ωB97M-V/def2-TZVPD) on an isolated molecule of C5H7N.

```
! RIJCOSX wB97M-V def2-TZVPD def2/J DEFGRID3
* xyz 0 1
C 1.49 0.51 -0.16
C 0.27 -0.42 -0.21
C -0.72 -0.29 1.03
C -0.79 -0.10 -1.24
C -1.69 0.29 -0.33
N -2.21 0.57 0.76
H 2.04 0.46 -1.11
H 2.19 0.24 0.64
H 1.18 1.55 -0.02
H 0.63 -1.46 -0.27
H -0.37 0.34 1.84
H -1.08 -1.27 1.33
H -0.94 -0.40 -2.26
*
```

Values from the calculation:
- Calculated total energy: -249.311436 Eh
- ΔE to the lowest compared entry with this formula, charge and spin: 424.8 kJ/mol

Record 10
ORCA calculation (ωB97M-V/def2-TZVPD) on C8H14N2O2PS as an isolated structure.

```
! RIJCOSX wB97M-V def2-TZVPD def2/J DEFGRID3
* xyz 1 1
C -1.35 0.53 -0.34
C -0.47 -0.51 -0.12
C -3.54 -0.49 -0.65
C 0.93 -0.26 -0.19
C 3.31 2.30 0.11
C 1.06 -4.03 -0.63
C -5.52 1.08 0.72
C 2.90 1.02 -0.60
N -0.73 -1.84 0.17
N -2.70 0.53 -0.37
O 1.68 -1.35 0.06
O 1.47 0.87 -0.51
P 0.64 -2.60 0.41
S -5.14 -0.41 -0.30
H -0.89 1.50 -0.45
H 2.77 3.15 -0.30
H 3.11 2.22 1.17
H 4.38 2.46 -0.04
H 1.91 -3.77 -1.27
H 0.20 -4.27 -1.24
H 1.33 -4.88 -0.01
H -6.53 0.94 1.08
H -5.48 1.98 0.10
H -4.83 1.14 1.55
H 3.39 0.15 -0.17
H 3.13 1.07 -1.67
H -3.10 1.47 -0.29
H 1.04 -2.90 1.72
*
```

Values from the calculation:
- Calculated total energy: -1312.431040 Eh
- ΔE to the lowest compared entry with this formula, charge and spin: 128.6 kJ/mol

Record 11
ORCA calculation (ωB97M-V/def2-TZVPD) on a 2-piece molecular cluster, C3H11NOS overall.

```
! RIJCOSX wB97M-V def2-TZVPD def2/J DEFGRID3
* xyz 0 1
C -3.72 -0.01 1.49
S -2.86 0.25 -0.07
C -1.23 0.73 0.52
H -4.76 0.28 1.36
H -3.30 0.57 2.31
H -3.68 -1.07 1.76
H -0.59 0.81 -0.35
H -1.24 1.66 1.10
H -0.83 -0.01 1.21
N 2.97 -0.63 0.39
C 3.26 0.13 -0.81
O 3.99 -0.65 -1.75
H 2.81 -1.59 0.10
H 3.76 -0.63 1.02
H 2.32 0.36 -1.29
H 3.81 1.01 -0.47
H 4.90 -0.72 -1.46
*
```

Values from the calculation:
- SMILES: CSC.NCO
- Calculated total energy: -649.054913 Eh
- ΔE to the lowest compared entry with this formula, charge and spin: 71.2 kJ/mol

Record 12
ORCA calculation (ωB97M-V/def2-TZVPD) on an isolated molecule of C10H15NO5S.

```
! RIJCOSX wB97M-V def2-TZVPD def2/J DEFGRID3
* xyz 0 1
C -4.14 -1.47 0.81
H -3.54 -1.78 1.67
O -3.36 -1.36 -0.35
C -2.32 -0.48 -0.36
C -1.55 -0.43 -1.52
C -0.47 0.41 -1.62
C -0.12 1.24 -0.56
C -0.91 1.22 0.58
C -2.00 0.37 0.70
H -2.58 0.39 1.60
H -0.68 1.89 1.41
C 1.10 2.12 -0.63
H 1.38 2.30 -1.67
H 0.89 3.08 -0.16
C 2.33 1.50 0.08
O 2.02 1.08 1.40
H 1.65 1.82 1.88
C 2.94 0.30 -0.67
H 3.71 -0.15 -0.03
H 3.40 0.66 -1.60
O 2.02 -0.69 -1.02
S 1.91 -1.98 -0.05
O 3.18 -2.20 0.55
O 1.30 -2.99 -0.82
N 0.85 -1.54 1.13
H -0.07 -1.42 0.74
H 1.18 -0.70 1.59
H 3.12 2.26 0.13
H 0.11 0.42 -2.52
H -1.82 -1.09 -2.33
H -4.66 -0.54 1.04
H -4.88 -2.25 0.59
*
```

Values from the calculation:
- SMILES: COc1ccc(C[C@@H](O)COS(N)(=O)=O)cc1
- Calculated total energy: -1219.181348 Eh
- ΔE to the lowest compared entry with this formula, charge and spin: 0.0 kJ/mol

Record 13
ORCA calculation (ωB97M-V/def2-TZVPD) on a 2-piece molecular cluster, C4H14N2O overall.

```
! RIJCOSX wB97M-V def2-TZVPD def2/J DEFGRID3
* xyz 0 1
C 0.37 0.63 1.91
C -0.05 0.24 0.52
C -0.99 -0.96 0.52
C -1.59 -1.31 -0.86
N -2.12 -0.16 -1.55
N 1.15 0.00 -0.31
H -0.49 0.92 2.51
H 0.95 -0.19 2.34
H 1.01 1.50 1.88
H -0.59 1.02 -0.01
H -1.83 -0.80 1.20
H -0.45 -1.84 0.89
H -0.87 -1.94 -1.40
H -2.33 -2.09 -0.62
H -1.87 -0.20 -2.53
H -3.13 -0.22 -1.58
H 0.90 -0.64 -1.05
H 1.82 -0.53 0.26
H 4.14 2.40 -0.86
H 2.70 1.74 -0.79
O 3.26 2.45 -0.47
*
```

Values from the calculation:
- SMILES: C[C@@H](N)CCN.O
- Calculated total energy: -345.541321 Eh
- ΔE to the lowest compared entry with this formula, charge and spin: 91.5 kJ/mol